{"formula": "C11H23BO7Si", "method": "the ωB97M-V functional and the def2-TZVPD basis", "lumo_energy_ev": 0.277, "smiles": "BCCO[Si](C)(C)C.O=C1OCCO1.O=C1OCCO1", "homo_energy_ha": -0.3564, "gap_ev": 9.976, "mol_weight_g_mol": 306.20, "elements": ["B", "C", "C", "O", "Si", "C", "C", "C", "H", "H", "H", "H", "H", "H", "H", "H", "H", "H", "H", "H", "H", "H", "H", "O", "C", "O", "C", "C", "O", "H", "H", "H", "H", "O", "C", "O", "C", "C", "O", "H", "H", "H", "H"], "coordinates": [[-1.82257, 3.25956, 4.92672], [-2.52751, 1.90016, 4.66620], [-2.10121, 1.26884, 3.34795], [-2.89724, 0.12899, 3.07603], [-3.03103, -0.62346, 1.60582], [-2.24727, -2.30337, 1.71939], [-2.17411, 0.36661, 0.28348], [-4.84715, -0.80949, 1.21584], [-1.98671, 4.15871, 4.15619], [-1.12256, 3.45803, 5.87272], [-2.39296, 1.17137, 5.46581], [-3.60273, 2.09060, 4.56054], [-1.04872, 0.96674, 3.39188], [-2.19258, 1.99053, 2.52925], [-2.37453, -2.81032, 0.75972], [-2.71401, -2.91881, 2.49000], [-1.17806, -2.24688, 1.92714], [-2.64586, 1.33424, 0.10908], [-1.11788, 0.52664, 0.50482], [-2.21868, -0.19868, -0.64931], [-5.03793, -1.77689, 0.74748], [-5.44033, -0.75603, 2.12854], [-5.20853, -0.03469, 0.53814], [0.81298, -0.50978, -0.97770], [1.30946, 0.40011, -1.56132], [2.60880, 0.75779, -1.45299], [2.91466, 1.70729, -2.48776], [1.54149, 2.28725, -2.79221], [0.66945, 1.20658, -2.43096], [3.62888, 2.42745, -2.10077], [3.34177, 1.16838, -3.33399], [1.30252, 3.14750, -2.16609], [1.38255, 2.53064, -3.83813], [5.45007, -1.49127, -5.46474], [4.91477, -1.86678, -4.47442], [5.09072, -3.07837, -3.90261], [4.46692, -3.07925, -2.61170], [3.43560, -1.97292, -2.75544], [4.03719, -1.13059, -3.74739], [4.04602, -4.06121, -2.41943], [5.22431, -2.84467, -1.86252], [2.48507, -2.34310, -3.14238], [3.26692, -1.39744, -1.85085]], "atomic_forces_ev_per_a": [[-0.02, 0.19, 0.07], [0.05, -0.19, -0.01], [0.06, -0.17, -0.24], [-0.07, 0.20, 0.18], [0.02, 0.00, -0.02], [0.01, -0.12, -0.06], [0.02, 0.02, -0.03], [-0.04, -0.05, -0.02], [0.06, -0.03, -0.04], [-0.04, -0.01, 0.00], [-0.03, -0.02, 0.01], [-0.05, 0.07, 0.09], [0.03, 0.03, 0.03], [-0.01, 0.07, 0.05], [0.04, -0.08, 0.00], [-0.02, 0.00, 0.02], [0.02, 0.03, 0.01], [-0.04, 0.05, 0.01], [0.00, -0.02, -0.01], [0.03, 0.03, -0.07], [-0.05, 0.00, -0.03], [-0.02, -0.04, 0.05], [0.02, 0.04, 0.01], [0.05, -0.02, -0.02], [-0.02, 0.03, -0.05], [0.05, 0.07, 0.03], [-0.05, 0.03, -0.07], [0.05, -0.01, 0.04], [-0.04, 0.00, 0.02], [-0.02, 0.02, 0.03], [-0.01, 0.04, 0.02], [0.00, 0.02, -0.01], [0.01, -0.03, -0.01], [-0.02, -0.01, 0.01], [0.01, 0.00, 0.04], [0.05, -0.01, -0.04], [0.00, 0.10, -0.03], [-0.04, -0.19, 0.12], [0.00, 0.05, -0.03], [-0.02, 0.00, -0.04], [-0.01, -0.01, 0.02], [-0.01, 0.00, 0.01], [0.06, -0.08, -0.04]], "mulliken_charge": [0.140, -0.595, -0.247, -0.296, 0.339, -0.988, -1.005, -1.079, -0.067, -0.061, 0.240, 0.229, 0.282, 0.293, 0.321, 0.297, 0.294, 0.395, 0.180, 0.368, 0.318, 0.316, 0.318, -0.534, 0.769, -0.350, -0.205, -0.370, -0.342, 0.324, 0.178, 0.251, 0.317, -0.530, 0.582, -0.333, -0.363, -0.200, -0.239, 0.310, 0.261, 0.236, 0.246]}